[1]
Below is a 3-piece molecular cluster, C6H17NO3 overall in a non-equilibrium geometry, with properties calculated with ωB97M-V/def2-TZVPD.

The geometry in ORCA input format:
```
! wB97M-V def2-TZVPD RIJCOSX def2/J DEFGRID3
* xyz 0 1
C 0.07083 1.41927 -1.75188
N -0.02609 0.24794 -0.89227
C 0.35184 0.56185 0.46740
C 1.83357 0.99923 0.77784
O 2.20325 1.34457 1.86709
C -0.21636 -0.52371 1.36036
C -1.67433 -0.62054 1.65105
C 0.48223 -1.90319 1.15386
H 0.59601 2.25655 -1.29026
H -0.91314 1.98520 -1.87246
H 0.61216 1.30107 -2.72125
H 0.40789 -0.59766 -1.30313
H -0.19970 1.50038 0.68603
H 2.30594 1.28195 -0.17584
H 0.34243 -0.25617 2.26550
H -1.80899 -0.56295 2.72616
H -2.24872 -1.53241 1.37023
H -2.18218 0.23370 1.18271
H 1.56054 -1.78754 0.98786
H 0.37694 -2.56504 2.01643
H -0.04482 -2.32567 0.30243
O 0.88695 -2.50189 -1.79915
H 0.58674 -3.12942 -2.47956
H 1.49395 -3.18439 -1.45706
O -3.07907 1.56491 -1.74005
H -2.58005 1.33831 -0.95128
H -3.50412 0.78384 -2.10049
*
```

As for the relative energy (zero: lowest compared OMol25 entry of this formula, charge and spin): 314.1 kJ/mol. The structure (SMILES) is CN[C@H](C=O)C(C)C.O.O. The value obtained for the HOMO energy is -8.4 eV. For the lowest unoccupied orbital energy, the calculation gives 0.3 eV. The frontier orbital gap comes out at 8.72 eV.



[2]
Below is an isolated molecule of C16H11NO2 in a non-equilibrium geometry, with properties calculated with ωB97M-V/def2-TZVPD.

The geometry in ORCA input format:
```
! wB97M-V def2-TZVPD RIJCOSX def2/J DEFGRID3
* xyz 0 1
O -1.87999 -4.76773 -1.82090
C -0.76357 -4.31729 -1.63091
C 0.28334 -5.28967 -1.11434
C 1.44070 -4.63667 -0.43025
O 1.71775 -3.28071 -0.82550
C 0.64122 -2.54323 -0.89979
N 0.90988 -1.26325 -0.82185
C -0.05270 -0.33732 -0.87162
C 0.15947 0.99482 -0.30991
C 0.25181 2.18680 0.08257
C 0.14214 3.37241 0.87742
C 1.36517 4.10935 1.09592
C 1.28978 5.30073 1.85510
C 0.02229 5.79802 2.36082
C -1.06805 5.08462 2.05664
C -1.04234 3.80605 1.43255
C -1.33114 -0.72856 -1.31106
C -1.58494 -1.98952 -1.71490
C -0.56110 -2.88718 -1.50990
H -0.21801 -5.88847 -0.34987
H 0.71787 -5.82344 -1.93672
H 2.34877 -5.20795 -0.55789
H 1.36041 -4.63609 0.71423
H 2.41997 3.88415 0.83631
H 2.17798 5.91710 1.91245
H 0.01837 6.68450 2.92623
H -2.10090 5.36662 2.28440
H -1.99996 3.22736 1.19773
H -2.07521 0.06207 -1.46915
H -2.58904 -2.19749 -2.05779
*
```

As for the relative energy (zero: lowest compared OMol25 entry of this formula, charge and spin): 157.3 kJ/mol. The structure (SMILES) is O=C1CCOc2nc(C#Cc3ccccc3)ccc21. The value obtained for the HOMO energy is -8.5 eV. For the lowest unoccupied orbital energy, the calculation gives -0.7 eV. The frontier orbital gap comes out at 7.81 eV.



[3]
Below is C10H10N2NiO2S2 as an isolated structure, with properties calculated with ωB97M-V/def2-TZVPD.

The geometry in ORCA input format:
```
! wB97M-V def2-TZVPD RIJCOSX def2/J DEFGRID3
* xyz 0 3
Ni 1.22588 -0.17873 -1.79087
S 3.31556 -1.10375 -1.39718
C 2.46883 -1.13225 0.10633
N 1.15512 -1.03274 0.10639
C 0.64883 -0.87582 1.39320
C -0.69210 -0.73207 1.73514
C -1.03037 -0.61549 3.06964
C -0.05000 -0.65487 4.06518
C 1.28430 -0.81191 3.73800
C 1.62347 -0.91645 2.39440
S 3.19870 -1.09482 1.67233
H -1.45338 -0.71940 0.96630
H -2.06843 -0.49550 3.34919
H -0.33757 -0.56147 5.10352
H 2.04455 -0.84389 4.50674
N -0.62738 -0.62332 -2.50709
C -1.58962 0.42276 -2.08134
C -1.26036 1.75351 -2.73205
C 0.00199 2.44219 -2.22354
O 0.04626 3.65149 -2.17396
O 1.01778 1.67438 -1.91075
H -0.64755 -0.70257 -3.51992
H -0.89774 -1.53056 -2.14036
H -1.51613 0.50566 -0.99612
H -2.60964 0.11836 -2.32567
H -2.09142 2.44287 -2.59256
H -1.15958 1.61441 -3.81496
*
```

As for the relative energy (zero: lowest compared OMol25 entry of this formula, charge and spin): 4.9 kJ/mol. The value obtained for the HOMO energy (spin up / spin down) is -8.4 / -8.4 eV. For the lowest unoccupied orbital energy (spin up / spin down), the calculation gives 0.1 / -0.3 eV. The frontier orbital gap (spin up / spin down) comes out at 8.52 / 8.15 eV.



[4]
Below is a 2-piece molecular cluster, C3H5N overall in a non-equilibrium geometry, with properties calculated with ωB97M-V/def2-TZVPD.

The geometry in ORCA input format:
```
! wB97M-V def2-TZVPD RIJCOSX def2/J DEFGRID3
* xyz 0 1
C -0.43146 0.27156 -1.84614
C 0.74813 -0.32772 2.08703
C -0.45285 0.00213 -0.49273
N 0.70846 -0.25027 0.00754
H -1.30632 0.64058 -2.53797
H 0.44635 -0.12085 -2.40872
H 1.76267 -0.32095 2.62929
H -0.15433 -0.09060 2.53384
H -1.32066 0.19613 0.02787
*
```

As for the relative energy (zero: lowest compared OMol25 entry of this formula, charge and spin): 655.0 kJ/mol. The value obtained for the HOMO energy (spin up / spin down) is -9.1 / -8.9 eV. For the lowest unoccupied orbital energy (spin up / spin down), the calculation gives -0.5 / 0.2 eV. The frontier orbital gap (spin up / spin down) comes out at 8.62 / 9.07 eV.